1.
Formula: C4H10O2
Source: the OMol25 dataset
Level of theory: ωB97M-V/def2-TZVPD

```
16
Properties=species:S:1:pos:R:3:mulliken_charge:R:1
C 1.97 1.03 -1.28 -1.250
C 1.97 -0.24 -0.40 -0.344
C 0.88 -1.25 -0.83 -0.447
C -0.13 -1.48 0.27 -0.087
O -1.20 -0.93 0.34 -0.471
H 2.96 1.48 -1.30 0.348
H 1.79 0.73 -2.32 0.348
H 1.16 1.70 -1.01 0.313
H 2.92 -0.74 -0.55 0.309
H 1.90 0.08 0.64 0.340
H 0.27 -0.77 -1.61 0.273
H 1.30 -2.20 -1.16 0.339
H 0.05 -2.37 0.92 0.328
O -3.14 2.11 1.77 -0.651
H -2.66 1.28 1.70 0.336
H -2.85 2.59 0.97 0.315
```

Properties
Frontier orbital gap: 10.83 eV
SMILES: CCCC=O.O
Electronic energy: -308.85746 a.u.
Energy above the lowest of the compared OMol25 structures with the same formula, charge and spin: 25.5 kcal/mol

2.
Formula: C40H56As2IrNO14P2S
Source: the OMol25 dataset
Level of theory: ωB97M-V/def2-TZVPD

```
117
Properties=species:S:1:pos:R:3:lowdin_spin:R:1
Ir -0.11 -1.53 -0.86 1.281
C 0.75 -2.67 5.34 0.000
C 0.38 -2.56 3.89 0.000
C 0.62 -3.83 3.11 0.000
O 1.24 -1.49 3.29 0.001
P 0.61 -0.49 2.29 0.003
O -0.15 -1.18 1.19 0.020
C 2.00 0.45 1.65 0.000
P 2.81 -0.29 0.23 0.010
O 1.85 -0.73 -0.84 0.067
O 3.73 0.80 -0.39 0.003
C 4.79 1.50 0.39 0.001
C 4.37 2.94 0.52 0.000
C 6.09 1.30 -0.33 0.000
O 3.66 -1.42 0.86 0.001
C 4.19 -2.63 0.16 0.000
C 3.15 -3.72 0.27 0.006
C 4.62 -2.32 -1.26 0.000
O -0.37 0.47 3.00 0.000
C -0.15 1.53 4.02 0.000
C 0.86 1.12 5.06 0.000
C 0.19 2.83 3.33 0.000
H 0.27 -3.55 5.77 0.000
H 0.44 -1.80 5.92 0.000
H 1.83 -2.79 5.45 0.000
H -0.66 -2.25 3.78 0.000
H 1.64 -4.18 3.26 0.000
H 0.44 -3.69 2.05 0.000
H -0.06 -4.60 3.48 0.000
H 2.73 0.58 2.45 0.000
H 1.61 1.42 1.33 0.000
H 4.85 1.03 1.38 0.000
H 4.34 3.41 -0.47 0.000
H 5.11 3.48 1.12 0.000
H 3.40 3.05 0.99 0.000
H 6.00 1.62 -1.37 0.000
H 6.41 0.26 -0.31 0.000
H 6.87 1.90 0.14 0.000
H 5.06 -2.88 0.77 0.000
H 2.25 -3.44 -0.28 0.008
H 2.89 -3.91 1.31 0.000
H 3.55 -4.64 -0.17 0.000
H 3.76 -2.12 -1.90 0.000
H 5.14 -3.19 -1.65 0.000
H 5.30 -1.47 -1.30 0.000
H -1.13 1.60 4.48 0.000
H 1.85 0.93 4.63 0.000
H 0.55 0.23 5.61 0.000
H 0.96 1.94 5.78 0.000
H 1.25 2.88 3.06 0.000
H 0.00 3.65 4.02 0.000
H -0.41 2.99 2.44 0.000
S -0.84 -3.51 -4.79 0.010
C 0.29 -2.25 -5.12 0.004
C 0.81 -1.88 -6.36 0.000
C 1.71 -0.84 -6.40 0.004
C 2.12 -0.21 -5.22 0.002
C 1.61 -0.57 -3.99 0.002
C 0.65 -1.59 -3.95 0.002
N -0.02 -2.10 -2.82 0.022
C -0.81 -3.10 -3.14 0.010
C -1.59 -3.66 -2.06 0.067
C -2.44 -4.75 -2.14 -0.003
C -3.14 -5.15 -1.00 0.097
C -2.99 -4.46 0.20 -0.011
C -2.14 -3.37 0.29 0.085
C -1.42 -2.96 -0.84 0.035
H 0.51 -2.40 -7.27 0.000
H 2.13 -0.53 -7.35 0.000
H 2.87 0.58 -5.27 0.000
H 1.96 -0.13 -3.08 0.000
H -2.57 -5.28 -3.07 -0.001
H -3.80 -6.00 -1.05 0.005
H -3.55 -4.78 1.07 -0.002
H -2.04 -2.81 1.22 0.003
C -2.55 0.20 -5.39 0.001
O -2.03 0.33 -4.05 0.020
C -1.89 1.60 -3.64 0.087
O -2.08 2.56 -4.34 0.103
C -1.52 1.71 -2.21 0.642
C -1.40 3.02 -1.59 0.634
As -3.26 3.75 -1.46 0.068
C -2.97 5.54 -0.75 0.021
C -3.52 2.74 0.22 0.048
C -3.10 1.49 0.39 0.056
As -2.07 0.37 -0.83 0.232
C -3.57 -0.58 -1.63 0.030
C -3.48 0.59 1.52 0.003
O -3.07 -0.55 1.56 0.008
O -4.31 1.12 2.40 0.001
C -4.79 0.26 3.45 0.000
C -4.58 3.44 1.05 0.009
O -5.66 3.58 0.56 0.004
O -4.28 3.97 2.24 0.004
C -2.93 3.95 2.73 0.001
C -0.39 3.35 -0.56 0.095
O -0.64 3.95 0.46 0.125
O 0.88 2.91 -0.74 0.010
C 1.28 2.57 -2.08 0.035
H -2.84 -0.85 -5.49 0.000
H -1.79 0.46 -6.12 0.001
H -3.42 0.84 -5.52 0.001
H -2.57 6.12 -1.57 0.000
H -2.29 5.57 0.10 0.000
H -3.95 5.92 -0.49 0.003
H -4.32 0.13 -1.97 0.002
H -3.97 -1.21 -0.84 0.003
H -3.22 -1.20 -2.45 0.000
H -5.68 0.76 3.84 0.000
H -4.04 0.17 4.22 0.000
H -5.04 -0.72 3.05 0.000
H -3.01 4.11 3.80 0.000
H -2.35 4.75 2.27 0.000
H -2.45 3.00 2.52 0.000
H 2.36 2.53 -2.07 0.004
H 0.94 3.32 -2.79 0.004
H 0.88 1.60 -2.36 0.014
```

Properties
Spin multiplicity: 5
Frontier orbital gap (alpha / beta): 7.46 / 6.28 eV
Net charge: +2
Electronic energy: -8322.32789 a.u.
Energy above the lowest of the compared OMol25 structures with the same formula, charge and spin: 0.0 kcal/mol
<S²>: 6.042